No. 1
Entry from the OMol25 dataset: a cluster of 13 separate species, C21H68N12O13 in total (ωB97M-V/def2-TZVPD).

Structure (XYZ):
```
114
Properties=species:S:1:pos:R:3:forces:R:3:lowdin_charge:R:1
C -26.93165 14.87373 -1.65337 0.706 -0.004 1.620 -0.133
O -26.02432 14.38887 -2.59093 -0.181 -0.865 -0.409 -0.113
H -26.42041 15.07323 -0.70834 -0.038 -0.476 0.380 0.099
H -27.74568 14.18897 -1.49844 -0.295 -0.277 -0.124 0.065
H -27.25678 15.82752 -1.91730 -1.164 1.556 -0.800 0.050
H -25.32811 15.02182 -2.61514 1.053 0.539 -0.374 0.096
C -27.30543 15.80181 -4.80095 0.883 1.326 -3.173 -0.138
O -26.95294 17.07946 -4.25317 0.043 0.095 0.475 -0.130
H -27.84044 16.03018 -5.74858 0.520 -0.545 0.166 0.098
H -27.97299 15.20520 -4.28994 -1.545 -0.602 2.002 0.006
H -26.45188 15.13192 -4.96591 0.088 0.595 -0.226 0.087
H -26.90869 17.76518 -4.95135 -0.041 -0.938 0.540 0.110
C -33.78886 14.30811 -1.11769 1.421 0.688 -1.967 -0.198
O -34.27940 13.03234 -0.86261 -1.221 0.464 1.661 -0.128
H -34.15438 14.60036 -2.13078 -0.120 0.580 0.794 0.063
H -32.69079 14.24734 -1.33488 -0.432 0.264 0.598 0.046
H -33.92531 15.15297 -0.36493 -0.386 -1.636 -0.566 0.099
H -33.89720 12.37830 -1.45406 0.434 0.005 0.012 0.009
C -32.19955 14.91105 -5.02188 0.921 -7.292 4.934 -0.598
O -32.70620 14.07021 -4.03869 2.197 3.452 -3.928 -0.147
N -32.92060 15.77743 -5.53996 -2.871 4.536 -2.555 0.223
N -31.00781 14.78516 -5.56435 1.537 0.282 -1.000 0.184
H -33.82112 15.86526 -5.20030 -1.978 0.442 0.644 0.114
H -32.57811 16.44688 -6.21183 -0.180 -0.122 0.115 0.141
H -30.40328 14.02354 -5.26860 0.528 -0.022 0.405 0.057
H -30.77339 15.37260 -6.39339 -0.158 -1.019 1.291 0.142
C -29.68447 12.56951 -2.95268 0.358 2.216 -5.431 -0.544
O -29.26971 13.04268 -4.20060 -1.182 -1.855 5.145 -0.144
N -30.89447 12.73964 -2.48975 -1.708 1.786 -0.773 0.166
N -28.95942 11.90680 -2.07772 2.174 -0.532 0.380 0.144
H -31.53060 13.35535 -3.05724 0.152 -0.479 0.451 0.067
H -30.97810 12.70993 -1.46691 -0.824 -0.365 -1.079 0.070
H -27.97029 11.89578 -2.31127 -0.267 -0.565 0.283 0.025
H -29.32439 10.97026 -1.86687 -0.438 -0.131 0.616 0.068
C -26.23806 10.87461 -3.53583 5.422 -7.169 -0.566 -0.614
O -25.36167 9.84275 -3.49038 -3.713 4.149 -0.524 -0.080
N -27.04163 11.12245 -4.50991 -0.385 -0.743 -2.940 0.221
N -26.41178 11.68314 -2.55297 1.544 4.334 4.784 0.125
H -27.13827 10.44612 -5.22231 0.214 -0.602 -0.706 0.116
H -27.67309 11.87798 -4.54286 -1.154 1.114 0.318 0.057
H -25.88733 11.61341 -1.66995 0.009 -0.545 -1.072 0.154
H -26.46917 12.69099 -2.79014 0.200 -0.783 -0.063 0.094
C -31.19973 8.82670 -0.87651 4.062 8.271 -1.264 -0.670
O -30.16778 9.65576 -1.23269 -4.105 -3.281 1.769 -0.126
N -31.16227 7.62146 -1.08606 3.853 -10.757 -2.890 0.186
N -32.32741 9.27374 -0.43187 -2.721 3.604 2.079 0.146
H -30.29015 7.23059 -1.57506 -1.758 1.104 1.102 0.167
H -31.79288 6.84671 -0.83435 0.106 1.444 0.036 0.154
H -32.28599 10.32408 -0.24476 -0.331 -1.584 0.404 0.080
H -33.21595 8.75671 -0.34475 1.167 0.344 -0.112 0.156
C -31.11838 12.83809 0.86481 -2.987 -6.123 -4.774 -0.590
O -31.91174 11.84557 0.29619 3.616 5.042 2.899 -0.124
N -30.05583 13.25341 0.23320 3.864 1.662 -1.011 0.156
N -31.35115 13.32233 2.04243 -3.331 2.122 4.023 0.153
H -29.59286 12.80320 -0.59987 -0.668 -0.182 1.082 0.076
H -29.34501 13.84109 0.72459 -1.309 -0.706 -0.357 0.142
H -32.27865 12.93373 2.35891 1.393 0.770 -0.157 0.151
H -31.25495 14.36209 2.26929 0.113 -2.219 -0.695 0.158
C -34.13199 10.78068 -3.17672 -3.919 -6.923 -3.025 -0.592
O -34.72888 9.53305 -3.37475 2.524 5.753 1.782 -0.147
N -33.06091 10.96167 -2.45077 1.232 -0.095 1.022 0.163
N -34.58301 11.80136 -3.86386 -1.610 1.170 -1.588 0.183
H -32.79435 10.12935 -1.95258 0.251 0.029 -0.219 0.058
H -32.29722 11.51800 -2.81470 -0.120 0.077 0.155 0.074
H -35.38380 11.61764 -4.47195 0.662 0.020 0.449 0.130
H -34.07335 12.66564 -3.99405 0.117 0.097 0.219 0.064
C -27.46112 8.20062 -1.41869 -1.750 0.595 -0.104 -0.055
C -25.99750 8.32956 -1.06664 -4.458 4.537 5.642 -0.632
C -25.73549 7.88935 0.43056 2.260 1.761 -1.761 -0.029
O -25.23098 7.65057 -1.78406 5.029 -4.636 -4.423 0.020
H -28.14042 8.27779 -0.56207 0.310 0.454 0.089 0.061
H -27.78988 7.25995 -1.85913 0.641 -0.324 -0.363 0.082
H -27.76619 9.00972 -2.11283 0.100 -0.556 0.268 0.046
H -25.77894 9.45449 -1.22787 -0.208 -1.337 0.947 0.127
H -24.63455 8.15939 0.57060 -1.441 -0.173 0.402 0.097
H -25.76170 6.83924 0.50066 -0.298 -1.444 -0.071 0.051
H -26.39121 8.32060 1.14244 -0.448 0.616 0.751 0.049
H -24.84191 8.22503 -2.42888 0.339 0.342 -1.144 0.077
C -32.03545 8.11991 -4.43485 0.188 -1.185 0.642 -0.022
C -30.81983 8.60974 -5.14218 -4.352 7.197 4.017 -0.643
C -29.95916 9.64288 -4.30722 -1.882 0.358 1.462 -0.023
O -30.01845 7.74787 -5.52270 5.476 -7.807 -3.310 0.061
H -31.81218 7.51968 -3.53780 0.008 0.548 -0.052 0.076
H -32.67797 7.46798 -5.02671 0.098 0.151 -0.418 0.093
H -32.56565 9.01246 -4.22499 -1.011 0.402 0.747 0.034
H -31.23852 9.19878 -5.94941 -0.086 0.074 -0.505 0.093
H -30.64858 10.23303 -3.62904 0.903 -0.555 -0.629 0.062
H -29.54633 10.36205 -5.00104 0.471 0.114 -0.137 0.042
H -29.17765 9.15620 -3.65345 -0.932 0.376 -0.939 0.083
H -29.74341 8.03039 -6.37080 1.142 -0.422 -1.323 0.107
C -30.25983 16.06477 -2.50276 1.036 0.914 1.801 -0.047
C -30.34601 17.40156 -3.25286 -5.341 -3.117 0.956 -0.584
C -31.58207 18.14817 -2.64738 -0.677 -0.763 -1.463 -0.034
O -29.33202 18.17208 -3.09615 4.582 3.857 0.777 0.009
H -29.42723 15.44050 -2.83472 -0.197 -0.026 -0.016 0.040
H -31.18337 15.56709 -2.61465 -0.920 -0.894 -0.249 0.024
H -30.15563 16.24114 -1.35723 0.025 -0.090 -1.796 0.124
H -30.56151 17.18025 -4.30024 -0.106 -0.146 -0.469 0.114
H -31.35120 18.43690 -1.65440 0.531 0.795 0.854 0.062
H -32.48439 17.52809 -2.50477 0.408 -0.203 -0.472 0.075
H -31.89794 18.97976 -3.29333 0.318 0.070 0.445 0.080
H -28.48067 17.74673 -3.23666 0.227 -0.233 -0.289 0.066
C -31.63491 11.52054 -6.62436 1.640 -0.809 0.848 -0.030
C -32.62321 11.84587 -7.68170 3.564 7.216 4.181 -0.680
C -32.00726 12.92466 -8.55733 -1.016 0.680 -1.753 -0.040
O -32.97339 10.91285 -8.40120 -3.007 -8.617 -5.818 0.061
H -30.77854 10.92658 -7.10746 -0.891 0.876 0.622 0.122
H -31.97156 10.93772 -5.75569 -0.263 0.188 -0.438 0.077
H -31.25142 12.46182 -6.24716 0.336 -0.192 0.193 0.049
H -33.49323 12.25980 -7.27571 -1.480 0.926 1.207 0.134
H -32.80309 13.23963 -9.27032 0.484 0.074 0.403 0.098
H -31.22048 12.55086 -9.20199 0.358 -0.561 -0.028 0.081
H -31.59068 13.78065 -8.09139 0.149 0.899 0.775 0.037
H -32.19068 10.47446 -8.74538 -0.081 -0.426 -0.329 0.125
```
Forces are in eV/Å.

Computed properties:
- gap between HOMO and LUMO (eV) = 8.41
- energy relative to the best compared isomer or geometry (same formula, charge and spin) (eV) = 11.101
- E_HOMO (eV) = -8.5240
- E_LUMO (eV) = -0.111
- total charge = 0

No. 2
Entry from the OMol25 dataset: a cluster of 13 separate species, C21H68O13 in total (ωB97M-V/def2-TZVPD).

Structure (XYZ):
```
102
Properties=species:S:1:pos:R:3:forces:R:3:lowdin_charge:R:1
C -1.56134 0.43997 3.91257 -0.073 0.909 -0.380 -0.036
C -2.74939 0.41773 4.84678 -0.425 -1.056 0.403 -0.447
C -3.47937 1.72962 5.00351 -0.366 0.544 -0.685 -0.048
O -3.62508 -0.62835 4.34990 -0.264 0.017 -0.285 -0.080
H -0.85125 1.21599 4.20913 0.101 -0.195 0.245 0.085
H -1.89115 0.77964 2.92390 -0.146 -0.228 -0.037 0.076
H -1.05339 -0.51319 3.79331 -0.080 -0.098 0.241 0.083
H -2.49867 0.04914 5.84762 0.552 0.320 -0.019 0.138
H -4.39171 1.63305 5.59537 0.311 -0.066 0.451 0.082
H -3.86182 2.14408 4.06435 0.314 -0.324 -0.247 0.066
H -2.81068 2.49549 5.39823 -0.112 -0.081 0.333 0.089
H -4.32352 -0.81301 4.98646 0.109 0.161 0.144 0.104
C 0.95942 -1.06574 -0.80534 0.359 -0.120 -0.522 -0.043
C -0.10719 -0.20445 -0.18893 -0.656 0.608 0.013 -0.461
C 0.39775 1.16887 0.26832 -0.023 -0.626 0.681 -0.036
O -1.10202 0.00420 -1.19938 0.078 0.037 -0.488 -0.074
H 1.43493 -0.50915 -1.61919 0.050 0.080 0.128 0.071
H 0.56298 -1.96257 -1.28426 -0.186 -0.022 0.215 0.067
H 1.75321 -1.37854 -0.12810 -0.123 0.150 0.250 0.069
H -0.63565 -0.69885 0.63580 0.363 -0.167 0.194 0.123
H -0.41314 1.75291 0.71073 -0.183 0.140 -0.465 0.072
H 0.86300 1.67029 -0.57794 -0.008 0.227 0.077 0.074
H 1.08867 1.08800 1.11233 0.344 -0.063 -0.298 0.049
H -1.88950 0.36131 -0.75891 -0.023 -0.227 0.105 0.044
C 3.85921 -2.75114 -1.81116 0.735 0.466 -0.314 -0.065
C 3.58464 -4.22478 -2.01588 -0.749 -0.258 1.155 -0.460
C 3.87873 -4.99319 -0.71655 0.292 0.075 -0.799 -0.057
O 2.18341 -4.34311 -2.31412 -0.006 0.187 -0.252 -0.069
H 3.62305 -2.40177 -0.80606 -0.384 -0.149 -0.045 0.061
H 3.32234 -2.15438 -2.54861 -0.108 -0.008 0.075 0.075
H 4.91727 -2.49094 -1.92132 0.006 -0.270 -0.141 0.081
H 4.16324 -4.64269 -2.84345 0.011 0.075 -0.040 0.133
H 3.70545 -6.06594 -0.82643 0.089 -0.014 -0.081 0.078
H 3.22370 -4.63232 0.07603 0.141 0.166 0.097 0.075
H 4.93218 -4.82502 -0.48342 -0.098 -0.136 0.363 0.083
H 1.81171 -5.09690 -1.85135 0.099 -0.141 -0.012 0.064
C -0.25937 2.65984 -3.73943 -0.048 0.691 -0.516 -0.067
C -0.03157 1.40923 -4.56512 0.630 -0.173 1.521 -0.441
C 1.35935 0.78439 -4.26413 0.084 0.420 -0.895 -0.035
O -1.05385 0.44644 -4.27584 0.015 0.268 -0.761 -0.070
H 0.39761 3.45714 -4.09904 0.010 -0.021 0.092 0.084
H -0.07477 2.56836 -2.66909 -0.067 -0.364 -0.006 0.057
H -1.28037 3.00938 -3.90834 -0.009 0.017 0.181 0.089
H -0.07494 1.72485 -5.60562 -0.365 -0.492 -0.169 0.134
H 1.97524 1.43274 -3.63871 -0.086 -0.040 0.135 0.069
H 1.90379 0.65797 -5.20451 0.076 -0.114 0.094 0.078
H 1.27595 -0.20052 -3.81543 -0.139 -0.002 0.144 0.046
H -1.13106 0.40988 -3.31390 0.045 -0.207 0.263 0.060
C -3.63977 -2.43369 1.45854 -0.332 -0.392 0.653 -0.130
O -4.54142 -1.40570 1.88325 0.485 0.278 -0.071 -0.151
H -2.60736 -2.11849 1.28120 -0.120 0.376 -0.060 0.069
H -3.60477 -3.17233 2.26291 0.095 -0.308 -0.317 0.087
H -4.04677 -2.86915 0.54836 0.050 -0.061 0.011 0.086
H -4.32351 -1.21354 2.82019 0.056 0.216 -0.496 0.045
C -3.73958 3.87808 1.34367 -0.349 -1.253 0.057 -0.142
O -2.98981 3.57548 0.17735 0.007 0.464 0.081 -0.136
H -4.76418 3.48387 1.26727 -0.036 0.272 -0.177 0.075
H -3.31862 3.31814 2.18520 0.149 0.520 0.249 0.060
H -3.79126 4.94526 1.52899 0.275 0.064 -0.071 0.079
H -2.78115 2.63679 0.23501 -0.015 -0.107 -0.023 0.026
C -0.17913 4.98605 -0.88688 0.592 0.656 0.551 -0.160
O -0.03453 5.55881 -2.17553 0.260 -0.469 -0.489 -0.122
H 0.82672 4.89840 -0.46144 -0.023 0.037 -0.006 0.076
H -0.73394 5.67141 -0.24444 -0.169 -0.300 0.154 0.080
H -0.60737 3.98455 -0.84425 -0.365 0.181 -0.447 0.042
H -0.65328 6.27133 -2.33050 -0.244 -0.075 0.238 0.072
C -0.78002 -4.54111 -0.19009 -0.632 -0.442 0.264 -0.149
O -1.44499 -5.21851 0.87717 0.123 0.006 0.261 -0.131
H -0.59154 -5.24405 -1.00797 0.143 0.209 -0.095 0.077
H -1.41116 -3.72176 -0.54457 0.340 0.151 -0.158 0.074
H 0.15601 -4.17650 0.22592 -0.004 0.132 -0.169 0.074
H -2.32699 -5.47763 0.60028 0.024 0.012 -0.132 0.070
C -4.42917 0.92425 -0.60762 0.652 -0.609 -0.678 -0.108
O -3.37305 0.57719 0.30974 -0.695 0.568 0.066 -0.176
H -5.34538 1.21678 -0.10005 0.007 0.031 0.038 0.088
H -4.07427 1.71239 -1.26941 -0.064 0.233 0.260 0.082
H -4.58860 0.06345 -1.26415 -0.412 0.002 0.123 0.090
H -3.80506 -0.04409 0.93372 0.295 -0.093 0.152 0.045
C 3.56184 3.04323 3.09751 0.634 0.597 0.291 -0.166
O 2.22678 2.65151 3.34765 0.076 -0.300 -0.023 -0.124
H 4.31907 2.29668 3.35687 -0.263 -0.322 -0.173 0.080
H 3.67574 3.30688 2.04869 -0.157 -0.102 -0.052 0.065
H 3.84281 3.92453 3.68799 -0.202 0.070 -0.064 0.077
H 2.23607 2.09656 4.13229 -0.115 0.065 0.026 0.058
C 0.14175 -2.72802 -4.49820 -1.057 0.647 -0.077 -0.165
O -0.36399 -2.03783 -5.64027 0.321 0.182 0.068 -0.138
H 1.22233 -2.63533 -4.40086 0.096 -0.379 -0.073 0.063
H -0.32304 -2.31988 -3.59180 0.155 0.026 0.076 0.065
H -0.23451 -3.74480 -4.58132 0.563 -0.255 0.000 0.077
H -0.46662 -1.10387 -5.39131 -0.200 -0.295 0.076 0.032
C 4.39983 1.53353 -0.40577 1.363 -0.124 0.702 -0.139
O 5.19480 0.34721 -0.51350 -0.402 -0.272 -0.185 -0.133
H 4.97274 2.22607 0.22424 -0.348 0.272 -0.074 0.070
H 4.22289 2.01390 -1.36801 -0.372 -0.168 -0.023 0.079
H 3.51124 1.24914 0.15020 -0.269 0.112 -0.364 0.061
H 6.07893 0.56999 -0.81153 -0.013 0.140 -0.062 0.071
C 2.12914 -0.63639 3.27300 -0.865 0.867 -0.401 -0.177
O 2.22720 -2.02448 3.49450 0.266 0.191 0.262 -0.094
H 3.05323 -0.13870 2.96831 0.116 -0.270 -0.072 0.080
H 1.34643 -0.41250 2.53736 0.283 -0.130 -0.285 0.054
H 1.75165 -0.08025 4.13673 0.259 -0.632 0.475 0.069
H 2.79159 -2.37683 2.80057 -0.052 -0.113 0.044 0.074
```
Forces are in eV/Å.

Computed properties:
- gap between HOMO and LUMO (eV) = 9.52
- energy relative to the best compared isomer or geometry (same formula, charge and spin) (eV) = 3.815
- E_HOMO (eV) = -9.1848
- E_LUMO (eV) = 0.335
- total charge = 0